(1)
74
Properties=species:S:1:pos:R:3:forces:R:3 method="wB97M-V/def2-TZVPD" gap_ev=7.0443 e_tot_ha=-4783.84054 charge=+2 e_above_lowest_kj_mol=86.4 e_homo_ev=-14.2
Ta -0.36075 0.06221 -0.46010 -0.23 0.68 0.75
C -0.42735 4.37274 -1.97752 -0.01 -0.01 0.01
C 0.01643 4.27326 -0.55182 0.04 0.05 0.05
N 0.17292 5.39937 0.13021 0.05 -0.01 0.11
C 0.64719 5.37769 1.37762 -0.04 0.02 -0.08
C 1.03221 4.22824 2.04865 0.01 0.01 -0.01
C 1.60646 4.29225 3.44383 -0.03 0.02 0.02
O 2.87413 3.65996 3.53209 0.00 -0.02 -0.01
C 0.85832 3.02131 1.35689 -0.04 -0.07 0.17
C 1.26372 1.74614 1.92608 0.05 0.02 -0.03
N 1.07233 0.55952 1.44421 0.25 -0.23 -0.20
C 1.53904 -0.48505 2.32078 -0.07 -0.16 -0.02
C 1.12546 -0.50389 3.65099 -0.01 -0.02 -0.02
C 1.49084 -1.54143 4.49018 0.03 -0.02 -0.01
C 2.28175 -2.57703 4.01243 -0.01 0.01 0.00
C 2.73358 -2.55274 2.70219 0.01 0.04 0.03
C 2.36422 -1.50724 1.86783 -0.09 0.04 -0.02
I 3.20993 -1.43106 -0.03133 0.32 -0.01 -0.02
C 0.31886 3.06654 0.08347 0.22 -0.19 -0.04
O 0.17479 1.87279 -0.53033 -0.64 -0.03 -0.61
H -1.35533 4.93967 -2.03942 -0.01 -0.02 0.00
H -0.58591 3.40230 -2.44247 0.00 0.02 0.01
H 0.32230 4.92699 -2.54365 0.00 0.00 0.00
H 0.74300 6.34344 1.86111 0.00 0.00 0.00
H 0.95249 3.76901 4.14477 -0.01 0.00 0.00
H 1.64701 5.33271 3.76975 0.01 0.00 0.00
H 3.56609 4.28419 3.29035 0.00 0.00 0.00
H 1.80742 1.81520 2.86478 0.01 0.01 -0.01
H 0.48577 0.28831 4.01896 0.01 -0.01 -0.02
H 1.15252 -1.54248 5.51745 0.00 0.00 0.01
H 2.56954 -3.39202 4.66222 0.00 0.00 0.00
H 3.39319 -3.32850 2.33805 -0.01 -0.01 0.00
F -2.76747 0.64885 4.53195 0.00 0.02 -0.01
C -2.28886 -0.21037 3.63662 0.00 0.06 -0.04
C -1.79714 0.28451 2.43751 -0.04 -0.09 0.08
C -1.28737 -0.59421 1.48705 -0.06 0.06 -0.29
C -1.24348 -1.96914 1.77485 -0.04 0.01 0.05
C -1.73727 -2.40385 3.00723 0.00 0.00 -0.03
F -1.69150 -3.70014 3.33235 -0.01 0.00 0.01
C -2.27822 -1.55244 3.94551 0.02 -0.03 0.00
C -0.64804 -2.84688 0.76270 -0.06 -0.03 -0.07
C -0.55834 -4.23665 0.83934 0.00 0.04 -0.03
C -0.00287 -4.94624 -0.20562 0.00 -0.02 -0.01
C 0.46327 -4.27168 -1.32908 -0.02 0.00 -0.01
C 0.35039 -2.90685 -1.34882 0.08 -0.02 0.11
N -0.19086 -2.19566 -0.33627 0.32 0.04 0.14
H -1.81593 1.35824 2.29356 0.00 0.00 0.01
H -2.65810 -1.92732 4.88533 0.00 0.00 0.00
H -0.92959 -4.75469 1.70527 0.00 0.00 0.01
H 0.06273 -6.02475 -0.14670 0.00 0.00 0.00
H 0.90614 -4.79167 -2.16579 0.00 0.00 0.00
H 0.71396 -2.34338 -2.19579 0.00 -0.01 -0.01
N 1.18320 0.33497 -2.30755 0.07 -0.13 -0.12
C 0.67830 -0.06507 -3.60587 -0.01 0.01 -0.02
C 1.37747 0.05819 -4.77396 0.00 0.04 0.10
C 0.78685 -0.32207 -5.99528 -0.09 -0.04 -0.03
C -0.47882 -0.83839 -6.01667 0.08 0.02 -0.02
C -1.20285 -1.00910 -4.81415 0.02 0.01 0.05
C -2.46673 -1.62733 -4.75665 -0.02 -0.02 0.00
C -3.04969 -1.85509 -3.53809 0.01 0.00 -0.03
C -2.41290 -1.39936 -2.38526 0.03 0.05 -0.03
N -1.25671 -0.73869 -2.39247 -0.05 -0.18 -0.04
C -0.62100 -0.59252 -3.60097 0.04 0.04 0.10
H 1.19699 1.35249 -2.26811 0.08 0.01 0.00
H 2.15095 0.04616 -2.18910 -0.03 -0.10 0.09
H 2.38398 0.45966 -4.76416 0.00 0.00 -0.01
H 1.34641 -0.20442 -6.91229 0.00 0.00 0.00
H -0.93747 -1.14281 -6.94828 0.01 0.00 -0.01
H -2.94911 -1.94260 -5.67362 -0.01 0.00 0.01
H -3.99975 -2.36074 -3.44730 0.00 0.00 0.00
H -2.87835 -1.55749 -1.42218 0.00 0.00 0.00
Se -2.73890 0.98041 -0.27017 -0.13 0.01 -0.05
C -2.72982 1.65440 -2.00174 -0.04 0.08 0.03
N -2.67567 1.98138 -3.10558 0.03 0.01 0.01

(2)
15
Properties=species:S:1:pos:R:3:forces:R:3 method="wB97M-V/def2-TZVPD" gap_ev=9.9210 e_tot_ha=-556.48895 charge=0 e_above_lowest_kj_mol=244.3 e_homo_ev=-9.0
C -0.94369 -0.85450 -3.30319 -1.50 3.62 1.65
C -1.51587 0.03361 -2.40692 1.60 -1.42 -2.53
H -0.78865 -0.49353 -4.28412 1.31 0.53 -0.80
H -0.67202 -1.84802 -3.12616 -0.66 -1.59 0.40
H -1.43923 1.12262 -2.41021 -0.34 -0.30 -0.96
H -2.18894 -0.33954 -1.71450 -0.40 -0.83 2.27
C 1.05235 -0.50436 2.22345 2.62 -5.29 0.96
C 0.22599 0.53400 1.62453 0.29 0.95 0.41
S 1.09666 1.97157 0.97647 0.54 0.41 -0.75
H 1.35492 -1.42558 1.54329 -0.38 2.26 0.38
H 2.01564 -0.29447 2.72727 -0.58 0.65 -0.30
H 0.54639 -1.18459 2.95295 -0.32 1.11 -0.07
H -0.41484 0.96509 2.38660 -0.80 -0.45 -0.36
H -0.19547 0.02187 0.77797 -1.14 0.61 -0.33
H 1.86676 2.29584 2.03259 -0.25 -0.27 0.03

(3)
187
Properties=species:S:1:pos:R:3:forces:R:3 method="wB97M-V/def2-TZVPD" gap_ev=9.0552 e_tot_ha=-3152.37160 charge=0 e_above_lowest_kj_mol=52.6 e_homo_ev=-8.6
C -2.81811 -2.19540 5.50776 0.11 -1.33 0.70
C -3.39947 -1.16890 6.41232 0.47 2.27 -1.42
C -2.39181 -0.53837 7.33900 -0.17 -1.02 0.97
O -3.87134 -0.08690 5.58954 -2.07 -0.65 0.32
H -2.51556 -2.99402 6.18508 0.38 -0.48 -0.25
H -1.94050 -1.86835 4.95015 -0.18 0.12 -0.05
H -3.60244 -2.61145 4.87543 0.18 0.17 -0.32
H -4.23513 -1.62968 6.93906 -0.19 0.39 0.10
H -2.02481 -1.33831 7.98204 0.50 0.11 0.19
H -2.87906 0.18211 7.99596 0.06 0.17 -0.16
H -1.57439 -0.08137 6.78128 -0.01 -0.01 0.03
H -3.16618 0.48253 5.27317 0.72 0.02 -0.09
C -1.86519 -5.04692 3.35844 0.00 -0.69 -0.06
C -1.38366 -6.23127 4.23744 0.25 1.33 0.47
C 0.12510 -6.39763 4.16917 0.03 -0.65 -0.66
O -1.65122 -5.92356 5.61742 -0.14 -0.11 -0.19
H -1.79092 -5.25642 2.29135 0.28 -0.18 -0.06
H -1.29922 -4.13890 3.56648 0.01 -0.04 0.16
H -2.92685 -4.84987 3.50729 -0.07 0.07 0.28
H -1.93660 -7.13700 3.98839 0.19 -0.18 -0.28
H 0.41414 -6.57840 3.13386 0.03 0.19 -0.10
H 0.50352 -7.27013 4.70176 -0.30 0.03 0.31
H 0.65731 -5.52201 4.54084 -0.21 0.11 -0.03
H -2.60080 -5.79775 5.68131 -0.14 0.08 0.22
C -1.08842 3.67399 5.67151 -0.01 0.78 0.75
C -2.33908 2.78791 5.54051 0.10 1.57 -0.10
C -3.60660 3.45696 4.93028 0.37 0.24 0.64
O -2.02119 1.68794 4.78766 0.82 -2.18 -0.65
H -0.32084 3.24959 6.31866 -0.19 -0.53 0.08
H -1.33177 4.61062 6.17312 -0.19 0.22 -0.08
H -0.52690 3.93324 4.77397 -0.52 -0.16 -0.52
H -2.51741 2.35692 6.52568 -0.50 0.38 0.17
H -4.01668 4.24093 5.56693 0.03 -0.05 0.24
H -4.38591 2.71318 4.76424 0.09 -0.14 0.17
H -3.42881 3.94370 3.97134 0.44 -0.15 -0.11
H -1.85547 1.89947 3.86604 -0.32 0.26 -0.50
C -3.94031 0.54309 -3.33346 0.61 -1.15 0.04
C -4.50179 -0.80039 -2.82964 -1.12 -0.27 0.81
C -5.86078 -1.19273 -3.42630 -0.65 0.00 -0.86
O -3.66635 -1.96116 -2.92059 0.15 1.26 0.12
H -4.58591 1.36283 -3.01829 -0.19 -0.08 -0.44
H -3.73117 0.48151 -4.40143 -0.43 0.38 -0.17
H -2.96931 0.73393 -2.87648 0.12 -0.11 0.24
H -4.62993 -0.66665 -1.75549 -0.10 -0.02 0.15
H -5.80959 -1.24006 -4.51407 0.31 0.15 -0.26
H -6.73559 -0.57078 -3.23663 0.36 0.65 0.34
H -6.23922 -2.18298 -3.17271 0.64 -0.19 0.54
H -3.24265 -1.95979 -3.78203 0.31 -0.23 -0.58
C -4.28601 0.34720 1.96838 -0.10 -0.64 -0.73
C -3.57126 1.53622 1.29751 -1.70 -0.77 0.53
C -4.43018 2.75912 1.37540 -0.41 1.28 0.84
O -2.39261 1.70103 2.02571 0.63 1.41 0.27
H -3.60226 -0.50031 1.92030 0.00 -0.23 0.07
H -5.21017 0.01107 1.49823 -0.03 0.21 -0.38
H -4.54833 0.48106 3.01784 0.35 0.52 0.06
H -3.34378 1.36293 0.24569 0.12 -0.45 -0.23
H -3.88329 3.69129 1.23378 0.30 -0.05 -0.29
H -4.84197 2.85061 2.38046 -0.01 -0.09 0.15
H -5.30147 2.80589 0.72213 0.20 -0.48 -0.30
H -1.87747 0.90537 1.87353 0.58 -0.37 -0.19
C -2.63270 -3.00798 0.41712 -0.52 0.58 1.23
C -3.97027 -3.63497 0.05543 0.00 0.02 0.46
C -5.23157 -2.82133 0.29200 -0.13 -0.11 0.68
O -3.94585 -4.03551 -1.25507 0.05 -1.13 -1.64
H -1.86685 -3.78326 0.44017 0.23 0.32 -0.50
H -2.65954 -2.57544 1.41726 -0.16 -0.28 0.48
H -2.41568 -2.10693 -0.15657 0.25 -0.37 -0.71
H -4.07442 -4.59056 0.56935 0.00 0.08 0.65
H -6.03043 -3.33055 -0.24709 -0.08 0.07 0.03
H -5.19430 -1.78255 -0.03611 0.24 -0.03 -0.12
H -5.48901 -2.82336 1.35116 -0.07 0.16 0.11
H -4.00730 -3.26379 -1.82276 0.26 0.30 -0.52
C 3.12697 -2.83917 0.14199 0.05 0.83 1.77
C 3.06498 -3.77088 1.39072 -2.18 0.61 -1.76
C 1.82756 -4.60998 1.33787 -2.26 -0.08 -0.50
O 4.07707 -4.65620 1.35984 3.50 -1.42 0.75
H 2.43264 -2.02119 0.33413 -0.28 0.03 -0.40
H 2.91911 -3.30627 -0.82067 0.04 -0.23 0.17
H 4.09970 -2.34776 0.16232 0.17 -0.14 -0.34
H 3.06112 -3.18542 2.31013 0.54 0.03 0.03
H 1.79332 -5.52494 1.92929 0.55 0.33 0.33
H 1.65127 -4.93620 0.31288 0.22 -0.16 -0.31
H 0.90615 -4.06840 1.55187 -0.11 0.26 0.27
H 4.04360 -5.19766 0.56782 -0.15 0.05 -0.08
C 4.98575 4.40646 -2.50665 -0.06 -1.43 0.60
C 3.51283 4.75322 -2.58507 -0.43 0.25 0.53
C 2.61298 3.58423 -3.07954 0.48 0.87 -1.50
O 2.98152 3.28471 -4.42220 0.62 -0.49 -0.41
C 2.31458 2.17781 -4.99302 -0.89 0.67 0.39
N 3.01650 5.13215 -1.23735 0.61 0.20 -1.08
H 4.98549 3.56671 -1.81173 0.38 -0.30 0.31
H 5.65234 5.13703 -2.04836 -0.38 0.38 -0.28
H 5.40862 3.99466 -3.42300 -0.15 0.34 -0.22
H 3.42020 5.63526 -3.21873 -0.42 -0.16 -0.34
H 1.57528 3.91481 -3.12410 -0.35 0.25 0.31
H 2.61102 2.69333 -2.45153 0.49 -0.05 0.30
H 2.41461 1.28379 -4.37754 0.38 -0.31 -0.14
H 2.55682 2.03310 -6.04586 0.74 -0.02 0.27
H 1.24556 2.38713 -5.03168 -0.49 0.07 0.19
H 2.95710 4.25466 -0.74079 -0.17 -0.24 0.73
H 2.06826 5.44666 -1.38580 -0.29 0.16 0.34
C 2.65850 -4.16088 -8.01080 -0.83 -0.72 1.12
C 2.11900 -2.75485 -7.73334 0.55 -0.44 0.21
C 2.37609 -2.27122 -6.29140 0.05 -0.10 1.06
O 1.66110 -3.02835 -5.27802 0.30 -0.57 -0.76
C 1.94290 -2.75707 -3.89181 0.26 0.44 -1.44
N 2.79085 -1.85449 -8.66648 -0.34 0.86 0.13
H 2.55436 -4.49792 -9.04214 0.00 0.41 -0.15
H 2.10408 -4.89428 -7.42528 -0.02 -0.15 0.17
H 3.69950 -4.26079 -7.70351 0.12 0.21 -0.10
H 1.04062 -2.68980 -7.87814 -0.08 -0.17 -0.30
H 2.13618 -1.21516 -6.16783 -0.41 0.26 -0.31
H 3.45169 -2.29151 -6.11599 0.38 -0.40 0.21
H 1.57740 -1.74893 -3.69649 0.04 0.05 0.48
H 3.01320 -2.80059 -3.69011 0.15 0.05 -0.04
H 1.46003 -3.50203 -3.25937 -0.27 0.08 -0.33
H 2.85066 -2.31286 -9.56449 -0.08 0.07 -0.14
H 3.74774 -1.69987 -8.38263 0.18 0.04 0.15
C 0.43330 0.60042 -2.17777 0.41 -0.27 0.94
C -0.26059 0.73887 -0.80022 -0.52 -0.13 -0.75
C 0.24706 -0.25707 0.29040 -0.73 0.90 -0.79
O -0.69486 -0.18944 1.36269 0.57 -0.93 1.18
C -0.40097 -1.03485 2.49653 0.09 -0.47 0.16
N -0.28083 2.13756 -0.36009 0.79 -0.42 0.68
H 0.03378 1.31080 -2.90153 -0.20 -0.09 0.05
H 0.35596 -0.42531 -2.53832 -0.37 0.02 -0.12
H 1.50652 0.78320 -2.12411 0.14 0.20 0.24
H -1.31983 0.56995 -0.99409 -0.21 -1.22 0.01
H 1.25226 0.02503 0.60361 0.11 0.17 0.31
H 0.29690 -1.28169 -0.07807 -0.16 -0.09 -0.27
H -0.61275 -2.09642 2.36883 -0.11 -0.14 -0.93
H -1.01754 -0.81970 3.36926 -0.19 0.88 -0.30
H 0.63390 -1.01595 2.83826 0.26 0.56 -0.30
H -0.74628 2.70227 -1.05619 0.17 0.18 -0.28
H -0.88075 2.16878 0.45184 -0.08 0.20 0.41
C 4.55961 -0.75140 -2.70040 -1.21 -0.19 0.57
C 5.27082 0.50774 -2.31480 0.98 0.22 -0.62
C 5.97307 0.42779 -0.97618 -0.67 -0.20 1.42
O 5.06396 0.60694 0.15088 -1.11 -1.37 -3.58
C 5.67136 0.85601 1.32390 1.33 0.67 1.30
N 6.24927 0.74157 -3.36476 0.82 1.13 -0.44
H 3.69547 -0.84627 -2.04286 -0.14 -0.39 0.07
H 5.17765 -1.64206 -2.58707 0.16 0.02 0.05
H 4.18182 -0.72027 -3.72237 0.15 0.21 -0.02
H 4.61123 1.37539 -2.32950 -0.24 -0.08 0.03
H 6.79263 1.13210 -0.83347 -0.06 0.49 -0.38
H 6.44392 -0.55519 -0.96361 0.08 -0.39 0.49
H 6.44788 0.13077 1.56707 -0.02 -0.46 0.27
H 4.90689 0.89096 2.10009 0.22 0.12 0.13
H 6.20434 1.80067 1.21600 0.06 0.52 0.60
H 6.95990 0.04289 -3.52891 -0.38 -0.82 0.27
H 6.81941 1.53417 -3.10627 -0.08 0.55 -0.15
C 1.75746 4.36168 2.09489 -0.56 -1.12 -0.44
C 2.55765 3.05561 1.86551 0.31 -0.36 1.43
C 2.11208 1.85779 2.78202 -1.23 0.52 -0.44
O 2.37768 2.07570 4.12422 0.79 0.75 1.37
C 1.90547 1.12826 5.06016 -0.20 -0.31 -0.36
N 2.56460 2.65305 0.46246 0.07 0.03 0.56
H 1.76154 4.68286 3.13648 0.50 0.15 -0.09
H 0.70256 4.19617 1.87609 -0.15 -0.27 -0.12
H 2.05719 5.11937 1.37089 0.34 0.14 0.37
H 3.56863 3.26531 2.21486 0.36 0.05 -0.31
H 2.53134 0.89642 2.48521 0.48 -0.14 -0.44
H 1.03197 1.74481 2.68871 -0.56 -0.09 -0.40
H 0.83564 1.18574 5.26083 -0.30 0.49 -0.12
H 2.43399 1.24151 6.00670 0.11 0.20 -0.19
H 2.03527 0.10236 4.71553 0.43 -0.24 -0.21
H 1.61244 2.40479 0.23476 -0.60 0.23 -0.44
H 3.08120 1.78999 0.37101 0.52 -0.14 -0.09
C -2.50481 4.58405 -2.17899 -0.35 0.90 -0.39
O -1.16596 4.13446 -2.21425 -0.15 -0.44 -0.08
H -3.19001 3.73997 -2.25735 0.29 -0.13 0.15
H -2.75681 5.18765 -1.30706 0.18 -0.29 0.43
H -2.72791 5.25151 -3.01134 0.06 -0.09 -0.36
H -0.53313 4.85610 -2.23340 -0.18 0.23 0.08
C -1.59348 5.50984 1.45877 -0.74 -0.60 0.46
O -0.63886 6.44584 1.11453 0.94 1.19 -0.22
H -1.28775 4.55480 1.03153 -0.33 -0.18 0.11
H -1.68136 5.44711 2.54341 0.02 -0.48 0.13
H -2.58351 5.80460 1.11085 -0.19 -0.12 -0.31
H -0.47840 6.98040 1.89562 0.21 0.19 -0.24
C -1.28242 -1.37678 -5.85385 0.40 -0.14 -1.16
O -2.50959 -1.92352 -5.43061 -0.52 0.05 0.29
H -1.42567 -0.75260 -6.73588 -0.14 0.50 0.08
H -0.81903 -0.78598 -5.06371 -0.07 -0.31 0.04
H -0.65733 -2.18607 -6.23121 0.53 0.05 0.59
H -2.84124 -2.46065 -6.15387 -0.18 -0.10 0.11

(4)
53
Properties=species:S:1:pos:R:3:forces:R:3 method="wB97M-V/def2-TZVPD" multiplicity=3 gap_ev="6.7880 / 5.7814" e_tot_ha=-4329.36664 charge=0 e_homo_ev="-6.5 / -5.6"
O -0.10598 0.01942 0.52504 0.66 -0.31 -0.91
C 0.90373 -0.48874 -0.40254 -0.03 -0.17 0.50
C 0.41815 0.39080 -1.54493 -0.14 0.05 0.21
H 0.74540 -1.56039 -0.57038 0.28 0.13 0.10
H 1.91242 -0.26435 -0.04116 -0.11 -0.29 0.02
C -0.70971 0.78342 -0.55850 -0.21 0.09 -0.30
H 0.11340 -0.16708 -2.43783 0.09 0.34 0.15
H 1.09893 1.21965 -1.77659 -0.22 -0.25 -0.12
C -2.04965 0.18485 -0.92702 -0.25 0.10 -0.05
H -1.97578 -0.90800 -0.97132 -0.04 0.20 -0.05
H -2.36699 0.56409 -1.90715 0.00 -0.09 0.17
H -2.80619 0.46717 -0.18598 0.05 -0.17 -0.15
C -0.80914 2.25127 -0.21783 -0.17 0.25 -0.06
H 0.18128 2.69190 -0.07502 -0.17 -0.03 0.01
H -1.40181 2.40135 0.69372 0.19 -0.06 -0.18
H -1.31206 2.77900 -1.03764 0.11 -0.03 0.09
V 0.04406 0.17649 3.34046 -1.17 -0.32 -2.34
C 1.08189 1.77264 4.29907 1.31 0.29 -0.51
C 2.02267 0.67221 4.16785 0.19 1.28 -0.31
C 2.37342 0.55939 2.78288 -0.43 0.38 0.39
H 2.45802 0.10993 4.99371 -0.25 0.10 -0.35
C 1.65762 1.55679 2.06344 0.28 0.38 0.84
C 0.81997 2.27490 2.97720 1.14 -0.11 0.36
H 0.20053 3.13819 2.72359 0.17 -0.45 0.15
H 0.71885 2.19538 5.23547 -0.05 -0.28 -0.37
H 3.10746 -0.12978 2.36013 -0.36 0.22 0.19
H 1.89517 1.88955 1.05192 -0.53 -0.56 0.19
C -1.63616 -0.58084 4.70964 -2.29 0.18 -0.47
C -1.94525 0.70487 3.97346 0.30 -0.42 0.88
C -2.24452 0.38982 2.63635 0.05 -0.85 -0.54
H -2.04753 1.65556 4.49029 -0.24 -0.27 -0.18
C -2.03014 -1.01989 2.42692 -0.56 1.14 0.35
C -1.60436 -1.60088 3.61592 0.33 0.20 0.05
H -1.36616 -2.63661 3.81773 -0.16 0.05 -0.16
H -2.29643 -0.78661 5.56485 0.32 -0.19 0.13
H -2.70583 1.07973 1.93375 0.39 -0.24 0.07
H -2.29741 -1.56181 1.52844 0.48 0.17 -0.04
O 0.72026 -1.61253 -4.54681 0.30 -0.13 -1.68
C 0.23342 -0.54793 -5.40122 0.07 0.61 0.29
C 0.42113 -0.94594 -6.87520 -0.17 -0.74 0.49
H 0.81945 0.36894 -5.19542 -0.17 -0.34 0.05
H -0.81429 -0.33180 -5.13627 0.31 -0.17 -0.12
C 1.61533 -1.91832 -6.79430 0.02 0.71 0.65
H 0.59650 -0.08620 -7.52393 -0.06 -0.10 0.09
H -0.46403 -1.49590 -7.22236 0.15 0.21 -0.03
C 1.39945 -2.56731 -5.41455 -0.17 -0.45 0.03
H 2.54691 -1.33512 -6.78520 -0.13 -0.21 -0.09
H 1.64703 -2.63955 -7.61322 0.01 0.05 0.17
H 2.33746 -2.88593 -4.93586 -0.30 0.21 -0.08
H 0.76933 -3.46910 -5.54592 0.12 0.37 0.25
Se 0.30209 -0.00034 8.07870 0.13 -0.11 0.35
C 0.05471 -0.31648 6.42335 -0.67 -0.09 -2.95
N -0.22664 -0.43988 5.23028 1.60 -0.30 4.79